The following is a DFT calculation (ωB97M-V/def2-TZVPD) of a single C4H9NO2 molecule.

```
16
Properties=species:S:1:pos:R:3
C -3.088 -0.636 -0.521
N -2.169 0.019 0.097
O -2.233 1.002 0.796
O -0.786 -0.541 -0.168
C 0.229 0.170 0.476
C 1.350 -0.894 0.698
C 0.748 1.242 -0.473
H -2.866 -1.478 -1.104
H -4.023 -0.496 -0.162
H -0.102 0.652 1.402
H 1.251 -1.660 -0.084
H 2.306 -0.415 0.675
H 1.137 -1.611 1.559
H 0.803 0.880 -1.401
H 1.696 1.553 -0.211
H 0.021 2.114 -0.452
```

For the highest occupied orbital energy, the calculation gives -9.3 eV. Its net charge is 0. Its multiplicity is 1. Its orbital gap is 10.29 eV. The relative energy (zero: lowest compared OMol25 entry of this formula, charge and spin) comes out at 5.4048 eV.

Löwdin population analysis, charges in e, atoms 1 to 4:
1. C 0.100
2. N -0.282
3. O 0.025
4. O -0.048

The following is a DFT calculation (ωB97M-V/def2-TZVPD) of 2 unconnected molecules or ions with the total composition C7H11NO.

```
20
Properties=species:S:1:pos:R:3
C -1.124 -0.490 2.122
C -1.003 -0.399 0.835
C -0.848 -0.256 -0.449
C -0.119 -1.259 -1.296
C -1.422 0.929 -1.174
H -1.960 -0.979 2.597
H -0.382 -0.071 2.787
H 0.140 -2.145 -0.721
H -0.739 -1.553 -2.143
H 0.796 -0.811 -1.683
H -0.667 1.367 -1.829
H -2.263 0.616 -1.795
H -1.773 1.685 -0.476
C 2.408 -0.149 1.336
N 1.785 0.579 0.542
C 1.598 1.873 0.261
O 2.221 2.548 -0.515
H 2.286 -1.223 1.261
H 3.065 0.228 2.120
H 0.651 2.219 0.730
```

For the highest occupied orbital energy, the calculation gives -9.0 eV. Its net charge is 0. Its multiplicity is 1. Its orbital gap is 9.55 eV. The relative energy (zero: lowest compared OMol25 entry of this formula, charge and spin) comes out at 3.2004 eV.

Löwdin population analysis, charges in e, atoms 1 to 4:
1. C 0.004
2. C -0.110
3. C -0.385
4. C -0.060

The following is a DFT calculation (ωB97M-V/def2-TZVPD) of a molecular structure, C8H24O8Tl.

```
41
Properties=species:S:1:pos:R:3
Tl -11.013 2.846 3.969
C -13.382 4.526 2.929
C -12.267 5.462 3.530
O -11.806 4.898 4.778
O -12.789 3.346 2.417
H -13.961 4.922 2.095
H -14.196 4.160 3.554
H -12.494 6.515 3.697
H -11.491 5.495 2.765
H -12.232 5.393 5.481
H -13.501 2.840 2.019
C -13.856 1.600 4.461
C -13.554 2.124 5.864
O -12.746 3.265 5.868
O -12.667 1.371 3.758
H -14.439 2.246 3.805
H -14.481 0.709 4.522
H -13.140 1.283 6.420
H -14.469 2.412 6.381
H -12.961 3.807 6.631
H -12.905 0.696 3.119
C -10.730 -0.182 4.817
C -10.414 0.579 6.119
O -11.152 1.788 5.999
O -10.264 0.488 3.680
H -11.805 -0.354 4.748
H -10.326 -1.194 4.821
H -9.329 0.681 6.120
H -10.665 -0.090 6.943
H -10.990 2.405 6.717
H -10.467 -0.135 2.978
C -9.491 4.640 1.959
C -9.382 5.498 3.294
O -9.515 4.662 4.393
O -10.670 3.925 2.050
H -8.631 3.977 1.858
H -9.551 5.347 1.132
H -9.989 6.403 3.296
H -8.411 5.990 3.222
H -9.355 5.208 5.167
H -10.911 3.552 1.199
```

For the highest occupied orbital energy, the calculation gives -20.7 eV. Its net charge is +3. Its multiplicity is 1. Its orbital gap is 7.52 eV. The relative energy (zero: lowest compared OMol25 entry of this formula, charge and spin) comes out at 1.8542 eV.

Löwdin population analysis, charges in e, atoms 1 to 4:
1. Tl 1.457
2. C -0.116
3. C -0.113
4. O -0.135